(1)
{"formula": "C3H37NO16", "method": "the ωB97M-V functional and the def2-TZVPD basis", "symbols": ["C", "C", "N", "C", "O", "H", "H", "H", "H", "H", "H", "H", "H", "H", "O", "H", "H", "O", "H", "H", "O", "H", "H", "O", "H", "H", "O", "H", "H", "O", "H", "H", "O", "H", "H", "O", "H", "H", "O", "H", "H", "O", "H", "H", "O", "H", "H", "O", "H", "H", "O", "H", "H", "O", "H", "H", "O"], "xyz": [[0.9980, 0.6319, -3.7760], [0.8145, 0.2701, -2.3484], [0.0119, 1.0705, -1.5343], [-0.9187, 2.0104, -2.1526], [1.4577, -0.5938, -1.7497], [0.9300, 1.6964, -4.1061], [1.9374, 0.2131, -4.2475], [0.1053, 0.3579, -4.3286], [-0.1525, 0.6970, -0.6397], [-0.5237, 2.3711, -3.1370], [-1.0035, 2.7500, -1.3457], [-1.9281, 1.7134, -2.3830], [1.5506, 3.1606, 0.6627], [0.6466, 3.8212, -0.3210], [0.6258, 3.1101, 0.3559], [3.5944, -2.5450, -0.3661], [3.8180, -1.4063, -1.3132], [4.1949, -1.7446, -0.4771], [1.2495, -2.4385, -1.1523], [2.5035, -3.2558, -0.7275], [1.5830, -3.3515, -1.0334], [2.7165, 3.2097, -1.2648], [1.2339, 2.8573, -1.2825], [1.8404, 3.5251, -1.5764], [-3.6074, -0.7261, -0.7294], [-4.6383, -0.7063, -1.8077], [-4.5522, -0.5858, -0.8485], [-4.0946, -1.3460, 1.2665], [-3.4704, -0.9930, 2.6809], [-3.7984, -1.6819, 2.0998], [3.6261, 2.7060, 1.6635], [3.1930, 1.4517, 0.9480], [3.1285, 2.4229, 0.9036], [1.0966, -0.0730, 1.6933], [0.5021, 1.3365, 1.5013], [0.3423, 0.4866, 1.9183], [0.8349, -3.2331, 1.0588], [1.6342, -2.2692, 1.9051], [1.7369, -3.1940, 1.6813], [-2.0428, 1.3851, 2.9340], [-3.5686, 0.9262, 3.0658], [-2.6618, 0.6660, 3.0552], [-1.2602, -1.3604, -0.4087], [-2.1836, -2.2714, -1.3395], [-1.7082, -1.4471, -1.2760], [-1.9665, 2.1534, 1.5932], [-0.6487, 2.8288, 1.5623], [-1.5710, 2.9503, 1.9863], [-1.7958, -4.0027, 2.1622], [-3.1002, -3.7672, 1.3293], [-2.2727, -4.2504, 1.3677], [3.4772, -0.5493, 0.4062], [3.6417, -0.4171, 1.9592], [3.0965, -0.1354, 1.2157], [-2.0341, -2.0503, 1.7960], [-1.3202, -0.7367, 1.6194], [-1.2999, -1.6474, 1.2810]], "gap_ev": 10.170, "lumo_ev": 0.009, "spin_multiplicity": 1, "total_energy_ha": -1395.0481, "de_lowest_kcal_mol": 69.3}

=====

(2)
{"formula": "C3H39NO17", "method": "the ωB97M-V functional and the def2-TZVPD basis", "symbols": ["C", "C", "C", "N", "O", "H", "H", "H", "H", "H", "H", "H", "H", "H", "O", "H", "H", "O", "H", "H", "O", "H", "H", "O", "H", "H", "O", "H", "H", "O", "H", "H", "O", "H", "H", "O", "H", "H", "O", "H", "H", "O", "H", "H", "O", "H", "H", "O", "H", "H", "O", "H", "H", "O", "H", "H", "O", "H", "H", "O"], "xyz": [[0.2518, 3.2325, 0.2714], [0.0893, 1.7734, -0.0554], [-0.7268, 1.2441, -0.9588], [-0.6651, -0.0714, -1.4586], [-1.6252, 2.0993, -1.5644], [0.4191, 3.8854, -0.5725], [-0.5833, 3.5844, 0.9042], [1.1568, 3.2591, 0.8822], [0.8427, 1.1694, 0.4135], [0.0157, 3.7505, -3.8495], [-0.6963, -0.8671, -0.8367], [-1.1679, -0.2002, -2.3383], [2.5540, -4.4857, 0.5299], [3.7011, -3.6125, 0.3832], [3.3032, -4.3843, -0.0633], [4.1130, -2.3306, -1.6654], [3.1963, -1.0835, -1.5006], [3.9599, -1.5546, -1.1269], [-4.9227, 0.4401, 0.4071], [-4.4698, 0.9667, -0.9791], [-5.2274, 0.6884, -0.4747], [1.2439, -0.2702, -2.1989], [1.9038, 1.1221, -2.2536], [2.0093, 0.2148, -2.5600], [-2.8278, 1.5989, 0.2335], [-2.3568, 0.4269, 1.2906], [-3.0028, 1.1031, 1.0375], [-1.3528, 3.5017, 3.3379], [-1.7822, 2.1019, 2.8643], [-1.3754, 2.5782, 3.6008], [-2.9560, -1.7484, 0.1823], [-1.7641, -2.8319, 0.5295], [-2.1696, -1.9723, 0.6754], [2.2510, 0.3121, 3.5553], [3.5809, -0.4032, 3.8547], [2.7197, -0.5538, 3.4522], [-0.9899, 0.2124, -4.9644], [0.5031, 0.3263, -4.7321], [-0.2621, 0.8441, -5.0313], [0.0326, -3.1928, 0.5470], [0.7660, -4.0931, -0.4263], [0.1687, -3.3445, -0.4085], [-0.1302, 2.1984, -4.1742], [-1.1767, 2.3312, -2.4463], [-0.0869, 2.8779, -3.4452], [-0.1205, -0.9215, 2.2379], [-1.6712, -1.1968, 2.5504], [-0.9633, -0.5518, 2.5153], [-3.1167, -0.3136, -2.6663], [-2.4536, 0.9703, -3.2453], [-2.7471, 0.0757, -3.4661], [3.6519, -1.4086, 1.9441], [2.6731, -1.5321, 0.8150], [3.2653, -2.0700, 1.3526], [0.1570, 0.8676, 3.6320], [0.8082, 2.2582, 3.7305], [0.9461, 1.3353, 3.9262], [0.4933, -3.1707, 3.0393], [1.7116, -2.3619, 2.5193], [0.9018, -2.8236, 2.2476]], "gap_ev": 8.493, "lumo_ev": -0.042, "spin_multiplicity": 1, "total_energy_ha": -1471.5208, "de_lowest_kcal_mol": 53.4}

=====

(3)
{"formula": "C3H39O17", "method": "the ωB97M-V functional and the def2-TZVPD basis", "symbols": ["C", "C", "C", "O", "H", "H", "H", "H", "H", "H", "H", "O", "H", "H", "O", "H", "H", "O", "H", "H", "O", "H", "H", "O", "H", "H", "O", "H", "H", "O", "H", "H", "O", "H", "H", "O", "H", "H", "O", "H", "H", "O", "H", "H", "O", "H", "H", "O", "H", "H", "O", "H", "H", "O", "H", "H", "O", "H", "H"], "xyz": [[-14.1349, -16.1686, -3.8912], [-14.3695, -15.7314, -5.3696], [-15.3992, -14.6406, -5.5514], [-13.1536, -15.1970, -5.8814], [-13.1144, -16.6581, -3.9222], [-14.9367, -16.8580, -3.7055], [-14.1245, -15.3821, -3.1777], [-14.4937, -16.5219, -6.0844], [-14.9109, -13.7042, -5.2454], [-16.3009, -14.8066, -4.9163], [-15.5941, -14.4298, -6.6042], [-17.0738, -11.8029, -5.9838], [-17.4462, -12.2060, -5.1569], [-17.3384, -10.8601, -6.0402], [-16.3307, -12.2477, -8.7382], [-15.5632, -12.7518, -8.4809], [-16.8018, -12.3472, -7.8911], [-12.6182, -12.6901, -4.5281], [-13.1822, -12.5217, -3.7759], [-13.0861, -13.4213, -4.9070], [-14.5498, -10.8144, -6.4245], [-14.2575, -11.7111, -6.5927], [-15.4476, -11.0594, -6.3625], [-14.2524, -16.7868, -0.6948], [-14.0512, -17.2017, 0.2115], [-13.8741, -17.4556, -1.2693], [-13.5244, -13.2279, -7.6386], [-12.7469, -12.8204, -8.0744], [-13.3542, -13.9844, -7.0339], [-15.8172, -10.9639, -3.3533], [-16.5672, -11.3984, -3.6526], [-15.3915, -11.8313, -3.2376], [-12.0017, -17.3181, -6.8333], [-12.7088, -16.7992, -6.4526], [-11.9543, -18.0150, -6.1732], [-16.6521, -15.4070, -1.7654], [-16.4766, -15.4774, -2.7005], [-15.8661, -15.6172, -1.2857], [-10.7378, -15.2381, -4.5853], [-10.5892, -14.3775, -4.1394], [-11.5983, -15.2582, -5.0616], [-10.5871, -13.5799, -7.0338], [-11.0761, -12.9258, -6.5768], [-11.2356, -14.1043, -7.4745], [-13.9922, -12.8210, -2.1016], [-14.6798, -12.8509, -1.4343], [-13.4725, -13.5611, -1.8271], [-17.9085, -12.9229, -3.4483], [-17.4290, -13.7464, -3.2968], [-18.0618, -12.5228, -2.6148], [-12.0730, -15.2186, -1.4485], [-12.8662, -15.7350, -1.3479], [-11.9386, -15.1280, -2.3890], [-11.0135, -18.7863, -4.7815], [-10.1001, -19.0426, -4.8663], [-11.1217, -17.8616, -4.6429], [-12.0589, -18.4553, -2.0813], [-11.7636, -18.7838, -1.2113], [-11.6752, -18.9044, -2.7773]], "gap_ev": 7.247, "lumo_ev": 1.817, "spin_multiplicity": 1, "total_energy_ha": -1416.8016, "de_lowest_kcal_mol": 64.5, "total_charge": -1}

=====

(4)
{"formula": "C3H3AgO2", "method": "the ωB97M-V functional and the def2-TZVPD basis", "symbols": ["C", "H", "H", "H", "C", "O", "C", "O", "Ag"], "xyz": [[-0.1651, 2.0519, 0.8464], [0.6911, 2.7190, 1.0084], [-0.8718, 2.4750, 0.1146], [-0.6933, 2.0550, 1.8137], [1.1131, 0.7193, -0.3043], [2.2441, 0.6134, -0.6463], [0.0918, 0.4669, 0.5554], [-0.9466, -0.2772, 0.1930], [-0.8450, -2.1526, 0.3795]], "gap_ev": [8.756, 8.360], "lumo_ev": [-5.525, -6.958], "spin_multiplicity": 2, "total_energy_ha": -413.1372, "de_lowest_kcal_mol": 37.3, "total_charge": 1, "s_squared": 0.7588}